93
Properties=species:S:1:pos:R:3:forces:R:3:lowdin_charge:R:1 method="wB97M-V/def2-TZVPD" spin_multiplicity=7 total_charge=0 total_energy_ha=-4456.081912 e_homo_ev="-5.9 / -6.0" homo_lumo_gap_ev="5.31 / 3.15"
Gd 1.785913 -0.310653 -1.686470 -3.9 0.3 1.0 1.50
F 5.585607 -3.492854 -0.713427 0.1 0.2 0.1 0.17
C 4.505419 -2.783547 -0.995946 -0.1 -0.2 -0.1 -0.66
F 3.435925 -3.494994 -0.655569 0.0 0.2 0.0 0.16
F 4.491715 -2.534384 -2.301307 -0.1 -0.1 0.0 0.14
S 4.552425 -1.167487 -0.060201 0.6 -1.1 0.3 0.65
O 3.181003 -0.655275 -0.054779 1.1 -0.4 1.1 -0.43
O 5.114053 -1.497643 1.199314 0.1 0.3 0.0 -0.21
N 5.522474 -0.327687 -0.967684 -0.2 0.1 -0.2 -0.26
S 5.009597 0.552028 -2.159842 0.9 1.1 0.7 0.65
O 5.987573 0.780597 -3.157034 0.1 -0.2 -0.2 -0.21
O 3.645258 0.254539 -2.600949 2.2 0.5 -1.1 -0.44
C 4.808531 2.179446 -1.274140 -0.1 -0.2 0.2 -0.66
F 3.806410 2.044741 -0.398127 0.0 0.1 0.0 0.12
F 4.508154 3.158889 -2.122839 -0.1 0.1 -0.2 0.14
F 5.894108 2.512712 -0.601217 0.2 -0.1 -0.2 0.18
C -0.054117 0.280809 -3.279532 -2.1 1.7 -2.8 -0.05
C 0.103464 1.655271 -3.746520 0.3 -0.5 0.2 -0.31
C 1.222336 2.033618 -4.515818 0.3 -0.1 0.0 -0.04
C 1.383490 3.330402 -4.975033 0.2 -0.1 -0.1 -0.08
C 0.435523 4.304905 -4.686210 0.0 -0.1 0.1 -0.08
C -0.674618 3.957790 -3.924791 -0.3 -0.1 0.0 -0.07
C -0.840297 2.660414 -3.470952 -0.3 0.1 0.3 -0.03
H 0.275354 -0.435117 -4.040180 0.6 -0.3 0.7 0.09
H -1.075299 0.066256 -2.963482 0.3 -0.2 0.7 0.09
H 1.977886 1.285895 -4.739830 0.0 0.0 -0.1 0.12
H 2.254810 3.585974 -5.568389 0.0 -0.1 0.0 0.11
H 0.558139 5.319432 -5.042894 0.0 0.0 0.0 0.11
H -1.421156 4.708804 -3.692889 0.0 -0.1 0.0 0.12
H -1.719851 2.404032 -2.889413 0.0 0.0 0.0 0.13
C 0.518729 -4.156576 -2.017270 0.2 0.2 -0.2 -0.06
C 0.895005 -2.701794 -1.828468 -1.0 -0.1 1.1 -0.77
O 1.766617 -2.227549 -2.659457 1.3 -0.3 -1.9 -0.24
N 0.409760 -1.929914 -0.894528 1.8 0.2 -0.7 -0.33
Te -1.094214 -2.885956 0.483091 -2.6 -0.2 0.7 1.55
C -3.114948 -2.980667 1.474657 0.7 -1.1 2.5 -0.33
C -4.288023 -2.769826 0.733457 0.9 -0.1 0.4 -0.37
C -4.293561 -2.397601 -0.729939 0.1 -0.1 0.0 -0.10
C -5.506123 -2.883254 1.368459 -0.7 -0.7 3.1 -0.01
C -5.614409 -3.227641 2.790795 0.4 0.7 -2.8 -0.25
C -6.952334 -3.344486 3.452737 -0.1 -0.1 0.0 -0.07
C -4.439212 -3.456291 3.502699 -0.5 0.1 -0.2 -0.05
C -3.200569 -3.353339 2.907217 0.0 0.7 -2.7 -0.28
C -1.967820 -3.635121 3.710768 0.2 0.0 -0.1 -0.08
C -0.516428 -1.356974 1.838626 0.0 0.0 -0.5 -0.39
C -1.346016 -0.264337 2.110897 0.1 -0.1 -0.1 -0.31
C -2.595365 0.041496 1.323976 0.0 0.0 0.2 -0.06
C -0.967848 0.619525 3.120198 0.0 0.1 0.0 -0.04
C 0.253762 0.523173 3.764084 0.0 0.0 0.0 -0.27
C 0.674678 1.523047 4.805238 0.0 -0.1 0.0 -0.05
C 1.103941 -0.519828 3.408733 -0.1 0.0 0.0 -0.01
C 0.721703 -1.488189 2.491274 0.0 0.0 0.0 -0.31
C 1.625624 -2.670076 2.260420 0.1 0.2 -0.1 -0.08
H 1.030904 -4.539331 -2.896399 0.0 0.0 0.0 0.08
H -0.558974 -4.260399 -2.144944 0.0 0.0 0.1 0.06
H 0.821902 -4.732965 -1.142193 -0.1 0.0 0.0 0.07
H -3.296713 -2.459227 -1.163314 -0.1 0.0 0.0 0.01
H -4.662778 -1.378871 -0.860834 0.0 0.1 0.0 0.08
H -4.953879 -3.062880 -1.286467 -0.1 0.0 0.0 0.08
H -6.405727 -2.711517 0.787821 -0.2 0.0 0.1 0.10
H -7.749772 -3.038970 2.775911 0.0 0.0 0.0 0.07
H -7.001576 -2.720493 4.349085 0.0 0.0 0.0 0.08
H -7.148476 -4.376522 3.761965 0.0 0.1 0.0 0.08
H -4.498945 -3.732517 4.549907 -0.1 0.0 0.1 0.11
H -2.226904 -3.994123 4.705110 0.0 0.0 0.1 0.07
H -1.358187 -2.732050 3.817750 0.0 -0.1 0.0 0.07
H -1.352214 -4.394943 3.215431 0.0 0.1 0.1 0.06
H -2.543596 -0.419827 0.339310 -0.1 -0.1 0.0 0.04
H -2.701485 1.119860 1.195745 0.0 0.1 0.0 0.07
H -3.492290 -0.327859 1.825503 0.0 0.0 -0.1 0.09
H -1.649202 1.422050 3.384079 0.0 0.1 0.0 0.12
H -0.099253 2.270464 4.974355 0.0 0.0 0.0 0.07
H 1.587369 2.033586 4.493036 0.0 0.0 0.1 0.08
H 0.881926 1.023423 5.752579 0.0 0.1 0.0 0.08
H 2.079120 -0.595740 3.878003 0.0 0.0 0.1 0.12
H 2.608064 -2.496708 2.698028 0.0 0.0 0.1 0.08
H 1.762533 -2.853552 1.196510 0.0 -0.1 0.0 0.03
H 1.193453 -3.567878 2.709191 0.0 0.0 -0.1 0.08
N 2.188417 6.189370 -2.308035 0.0 0.0 -0.2 0.19
C 1.209801 6.064953 -1.382586 0.0 0.0 0.1 -0.50
O 0.602878 7.022253 -0.939767 0.1 -0.1 -0.1 0.06
C 0.911871 4.674591 -0.892121 -0.1 -0.1 0.1 -0.10
C 0.061691 4.560388 0.201198 0.0 -0.1 0.0 0.03
C -0.253929 3.302420 0.674928 -0.1 0.1 0.1 -0.01
C 0.294376 2.198631 0.044046 0.0 -0.2 0.1 -0.10
N 1.102485 2.288731 -1.010953 -0.1 -0.1 0.1 0.01
C 1.388569 3.506934 -1.466716 0.2 0.2 0.0 -0.11
H 2.360634 7.107179 -2.679449 0.0 0.0 0.0 0.12
H 2.674690 5.407744 -2.705389 0.0 0.0 0.0 0.08
H -0.334131 5.465758 0.641323 0.0 0.0 0.0 0.13
H -0.905445 3.178709 1.527159 0.0 -0.1 0.0 0.11
H 0.084311 1.192517 0.396336 -0.1 0.0 0.2 0.10
H 2.015701 3.532074 -2.346659 0.1 0.0 0.0 0.09



158
Properties=species:S:1:pos:R:3:forces:R:3:lowdin_charge:R:1 method="wB97M-V/def2-TZVPD" total_charge=0 total_energy_ha=-4745.118965 e_homo_ev=-9.0 homo_lumo_gap_ev=9.12
C 5.712606 -2.978406 0.690570 -1.3 -0.2 -0.9 -0.27
S 7.090086 -3.817716 -0.136870 0.3 0.4 1.0 0.84
O 6.597196 -5.143316 -0.623320 0.1 1.0 -0.7 -0.56
C 7.348976 -2.484086 -1.443830 -0.3 -1.8 0.1 -0.24
H 5.153356 -2.461596 -0.089330 0.5 1.2 0.1 0.03
H 6.001686 -2.424466 1.583700 0.1 0.2 -0.4 0.06
H 4.855676 -3.625286 0.878510 0.7 -1.0 0.7 0.03
H 7.490436 -1.516446 -0.962430 0.0 -0.2 0.1 0.05
H 6.508956 -2.497046 -2.138310 -0.1 0.2 0.1 0.04
H 8.238706 -2.850066 -1.956220 0.1 0.4 -0.1 0.04
C 5.081086 3.631684 -3.044660 -0.5 -0.5 -0.2 -0.25
S 6.075206 2.409264 -2.111960 -0.7 1.6 1.8 0.84
O 5.926996 2.821234 -0.637830 0.5 -0.4 -1.8 -0.58
C 5.043966 0.942874 -2.170870 0.4 -0.3 0.0 -0.26
H 5.167056 3.553474 -4.128450 0.4 -0.4 0.0 0.05
H 5.352236 4.654884 -2.784580 0.1 -0.3 0.4 0.06
H 4.038386 3.417574 -2.810050 0.0 0.4 0.3 0.02
H 5.825746 0.246024 -1.868670 -0.3 -0.7 -0.3 0.01
H 4.599846 0.716694 -3.140250 0.3 -0.1 0.0 0.06
H 4.300216 0.916744 -1.374460 0.0 0.6 -0.1 0.03
C 2.176606 -5.077136 2.343340 0.2 -0.8 -0.4 -0.27
S 0.578826 -5.875796 2.829030 0.4 0.9 1.4 0.85
O 0.789526 -6.549176 4.171840 -0.1 0.8 -1.5 -0.57
C -0.255824 -4.236446 3.117260 1.3 -0.2 -0.3 -0.23
H 2.771306 -5.786296 1.767560 0.0 -0.4 0.3 0.04
H 2.727146 -4.817996 3.247690 -0.2 0.1 0.0 0.05
H 2.109016 -4.272976 1.610630 -0.5 0.3 0.3 0.02
H -0.295434 -3.798576 2.119870 -1.1 -0.3 -0.2 0.03
H 0.419906 -3.501406 3.554540 0.1 -0.4 0.8 0.02
H -1.154704 -4.356056 3.722080 -0.1 0.0 -0.5 0.05
C 1.774936 -6.453566 -1.969350 -0.3 -0.1 0.7 -0.26
S 2.909126 -5.038756 -2.144240 1.0 -0.9 2.5 0.86
O 3.236036 -4.651976 -0.666380 -0.7 -0.3 -2.4 -0.60
C 4.406916 -5.980566 -2.718940 -0.9 0.0 0.5 -0.23
H 1.001886 -6.205136 -1.242170 -0.2 0.8 -0.3 0.04
H 2.212546 -7.285206 -1.417110 0.7 -0.1 -0.6 0.06
H 1.300096 -6.751856 -2.904040 0.3 0.0 0.0 0.05
H 4.813266 -6.502466 -1.852560 0.1 0.5 0.2 0.05
H 5.089906 -5.232576 -3.121590 0.0 -0.4 0.0 0.04
H 4.119946 -6.784706 -3.396520 -0.1 0.5 -0.5 0.05
C 0.894776 -1.524806 -4.957080 0.4 0.8 -1.8 -0.35
O 1.049886 -0.877516 -5.993590 -0.3 -0.5 1.2 0.00
N -0.155084 -2.334786 -4.723100 -1.0 0.5 0.5 -0.17
C -0.166624 -3.138496 -3.499930 -0.8 -0.3 -0.6 -0.06
C -1.317504 -2.296956 -5.656280 1.0 -0.7 -0.6 -0.03
H 1.661196 -1.498516 -4.167080 -0.1 -0.2 0.2 0.13
H -0.296204 -4.184276 -3.778620 0.5 -0.3 0.0 0.08
H -1.031794 -2.965656 -2.859850 0.0 0.6 0.0 0.07
H 0.754426 -2.987916 -2.936830 -0.1 -0.1 -0.1 0.05
H -0.943754 -2.491316 -6.661580 0.2 -0.3 0.0 0.08
H -2.027264 -3.092046 -5.427880 0.1 0.1 0.3 0.09
H -1.828854 -1.348906 -5.823080 0.2 0.3 0.9 0.08
C -2.768234 2.999804 0.915010 -1.6 -0.7 -0.1 -0.37
O -1.586324 3.113694 0.821190 2.1 0.2 -0.2 0.05
N -3.614054 3.941184 1.360960 -1.0 1.4 1.8 -0.15
C -3.110714 5.237004 1.793150 0.0 1.7 -1.1 -0.05
C -5.025204 3.670314 1.644710 -0.2 -1.5 -0.7 -0.05
H -3.303484 2.092254 0.595570 -0.1 -0.1 0.0 0.12
H -3.785634 6.014314 1.434880 -0.4 -0.1 -0.5 0.08
H -2.162784 5.498414 1.322830 0.1 -0.6 -0.1 0.08
H -3.031564 5.604894 2.816130 0.0 -1.5 0.7 0.09
H -5.754444 4.226524 1.055700 0.4 0.7 0.0 0.09
H -5.240644 2.645874 1.341030 0.2 -0.2 -0.2 0.07
H -5.346934 3.648864 2.685930 0.6 0.6 0.2 0.09
C -6.009734 -0.937396 3.301710 -3.0 0.3 -1.1 -0.38
O -6.750864 -0.570876 2.385150 1.1 -0.1 0.5 -0.01
N -4.711574 -0.786076 3.397100 2.1 0.1 -0.7 -0.16
C -4.024014 -1.298726 4.584970 1.0 1.1 -0.4 -0.05
C -3.868034 -0.204186 2.289070 0.1 -0.1 1.6 0.00
H -6.482984 -1.423456 4.168880 0.3 -0.1 0.2 0.13
H -4.644484 -1.192296 5.474800 -0.1 -0.5 -0.2 0.09
H -3.152704 -0.669946 4.768130 -0.1 0.5 0.0 0.08
H -3.513044 -2.252416 4.452740 -0.8 -0.5 0.0 0.08
H -3.101294 -0.921176 1.995590 -0.2 -0.1 -0.2 0.07
H -4.389224 0.197064 1.419900 -0.5 -0.6 0.3 0.07
H -3.338134 0.627824 2.752820 0.1 0.2 0.0 0.08
C -0.744444 -2.033226 -0.313350 -0.6 0.5 0.3 -0.34
O -1.938434 -1.682926 -0.298420 2.0 -0.8 -0.2 -0.02
N 0.312276 -1.235596 -0.054760 -0.3 2.9 0.7 -0.13
C 0.046646 0.128824 0.461010 -1.1 0.8 -0.5 -0.02
C 1.678426 -1.629546 0.190950 0.1 -1.9 -0.5 -0.06
H -0.356094 -3.043786 -0.513700 -0.5 -0.3 -0.2 0.13
H 0.248476 0.923664 -0.257040 0.7 -0.4 -0.2 0.06
H 0.533806 0.405174 1.396110 0.3 -0.7 -0.1 0.07
H -1.008644 0.353254 0.616220 -0.2 -0.8 0.2 0.07
H 1.768726 -1.804366 1.263040 0.6 0.0 0.0 0.08
H 1.928496 -2.521546 -0.383410 -0.5 -0.8 0.4 0.06
H 2.514236 -1.055196 -0.208600 -0.7 1.3 0.3 0.08
O -7.772244 -1.027396 -0.964830 -1.3 0.4 -0.3 0.10
C -6.943234 -0.407396 -1.594760 -3.3 0.3 3.4 -0.64
O -5.876374 -0.951636 -1.911770 5.6 -0.5 -2.1 0.02
C -5.509384 -2.288256 -1.721590 0.3 -1.3 0.5 -0.23
C -5.755884 -2.979806 -3.021450 0.3 -0.8 0.3 -0.06
C -6.958754 1.053214 -1.825620 -1.3 0.2 -0.6 0.04
H -5.975604 -2.835826 -0.902510 -0.7 0.7 0.1 0.13
H -4.453644 -2.306056 -1.451040 0.2 0.4 -0.2 0.11
H -5.342044 -3.985616 -2.949580 0.1 -0.1 -0.2 0.08
H -5.220194 -2.408696 -3.779720 -0.4 -0.2 -0.4 0.08
H -6.829424 -3.107216 -3.160690 0.1 0.3 -0.5 0.09
H -7.280704 1.511724 -0.890620 0.6 0.2 0.1 0.10
H -7.837114 1.198174 -2.454560 0.1 0.4 -0.4 0.10
H -6.054154 1.424924 -2.306890 -0.2 0.1 0.3 0.07
O -2.103804 1.836134 -4.669590 -1.8 0.4 0.8 0.09
C -2.742624 1.474954 -3.689730 2.5 -0.3 -1.1 -0.49
O -3.599594 2.198494 -2.956270 1.1 -1.8 0.8 0.00
C -4.208264 3.298214 -3.481420 -2.3 2.2 -1.9 -0.28
C -4.727744 4.191464 -2.376210 0.6 -0.5 1.5 -0.05
C -2.379674 0.174564 -3.059750 -1.0 -1.1 1.0 0.04
H -5.114334 2.947704 -3.975650 -0.2 -0.2 -0.3 0.12
H -3.679704 3.788624 -4.298870 0.7 0.1 0.4 0.13
H -5.270384 3.514164 -1.716730 -0.5 0.1 0.0 0.05
H -5.373194 5.040614 -2.600780 0.1 -0.3 -0.6 0.09
H -3.938374 4.532564 -1.706400 0.4 0.3 -0.3 0.07
H -1.878784 -0.549576 -3.702270 0.5 0.8 -0.1 0.06
H -3.223944 -0.410596 -2.695210 -0.5 0.4 0.1 0.07
H -1.855154 0.374054 -2.125300 0.4 0.0 -0.1 0.08
O 0.620976 -0.631796 4.221080 2.9 -1.0 2.2 0.02
C 1.655786 -0.965026 4.866520 -2.3 0.6 -3.2 -0.51
O 2.083386 -0.434846 5.981950 -0.2 1.6 2.4 0.00
C 1.305336 0.563504 6.817070 -1.4 -0.6 0.9 -0.12
C 1.974346 0.917854 8.203990 1.9 -0.4 -1.3 -0.06
C 2.667716 -2.048316 4.411770 -0.8 0.4 0.9 0.02
H 0.328666 0.156764 7.079340 0.1 -1.1 -0.1 0.11
H 0.882096 1.380094 6.232130 1.3 0.4 -0.4 0.11
H 1.415356 1.319724 9.049050 -0.9 0.1 -0.8 0.07
H 2.831316 1.576364 8.062360 -0.2 0.4 -0.2 0.07
H 2.494136 0.072994 8.655800 -0.4 -0.6 -0.3 0.07
H 2.483186 -2.498026 3.436160 -0.1 0.5 0.1 0.04
H 2.544986 -2.828356 5.163150 0.1 -0.3 0.0 0.09
H 3.684086 -1.673036 4.531230 -0.1 0.0 -0.2 0.09
O 2.963776 4.263844 4.111830 0.8 -0.5 1.1 0.11
C 2.647616 4.306474 2.966760 -1.6 0.2 -0.3 -0.50
O 2.370696 3.208374 2.208650 0.1 3.3 -1.4 -0.03
C 2.575406 1.883504 2.550500 -0.9 -0.2 1.0 -0.24
C 3.488186 1.252864 1.525940 0.1 -0.6 0.0 -0.04
C 2.251586 5.623824 2.281570 0.8 -1.1 -0.9 0.03
H 1.548956 1.516934 2.561100 0.2 -0.8 -0.3 0.10
H 2.820446 1.861024 3.612370 0.9 -0.4 0.0 0.12
H 3.668206 0.202314 1.754040 0.3 0.0 0.4 0.07
H 4.422446 1.798074 1.391780 0.1 -0.1 0.3 0.08
H 3.053466 1.183444 0.528790 -0.5 0.5 0.0 0.05
H 1.177256 5.791544 2.357650 0.1 -0.1 0.1 0.08
H 2.512836 5.478814 1.233330 -0.2 0.3 -0.2 0.07
H 2.809586 6.481174 2.658000 -0.1 -0.3 0.3 0.09
O 2.438476 5.584864 -2.160510 0.4 -0.8 -0.6 0.09
C 1.249436 5.639504 -2.012250 0.2 0.1 1.8 -0.51
O 0.472806 4.616994 -1.531140 0.0 0.3 -0.5 -0.02
C 0.958936 3.238784 -1.449690 0.6 0.7 -0.4 -0.20
C 0.901826 2.521524 -2.771670 -0.7 0.1 -0.4 -0.05
C 0.521776 6.985474 -2.074480 0.3 -1.6 -0.1 0.03
H 0.324826 2.686644 -0.756050 -0.1 0.9 0.2 0.07
H 1.991906 3.221334 -1.102170 0.0 0.3 0.4 0.11
H 0.054156 2.849254 -3.373450 -0.2 0.0 0.1 0.08
H 0.685906 1.489474 -2.495360 0.4 -0.3 -0.6 0.06
H 1.767096 2.651194 -3.421730 0.2 -0.2 0.3 0.07
H 0.652996 7.318674 -3.103970 -0.7 0.1 0.0 0.09
H 1.076956 7.711474 -1.480510 -0.2 -0.2 0.3 0.09
H -0.474644 6.744894 -1.703840 -0.2 0.9 -0.4 0.08



14
Properties=species:S:1:pos:R:3:forces:R:3:lowdin_charge:R:1 method="wB97M-V/def2-TZVPD" spin_multiplicity=3 total_charge=+1 total_energy_ha=-829.293713 e_homo_ev="-8.4 / -15.0" homo_lumo_gap_ev="5.30 / 7.46"
C -1.094532 -2.432016 -0.916016 -2.8 -0.9 0.1 -0.24
N -2.211074 -2.554008 -1.217372 -0.7 -0.6 -0.7 0.31
N 0.841571 2.253275 -0.206462 -0.1 -0.7 3.2 -0.14
N 0.039043 -2.107946 -0.626731 4.2 0.5 0.7 0.18
O -0.062536 0.642187 1.518940 -2.0 -1.3 3.9 -0.31
O 1.357750 -0.152591 -0.252376 -1.0 -2.2 -1.4 -0.42
O 0.630337 3.335065 0.700119 -0.3 -0.3 -2.1 -0.04
S 1.316608 0.905297 0.735445 3.0 4.4 -0.3 0.86
H -3.119600 -2.807772 -0.879536 -0.1 0.1 0.1 0.13
H 0.077162 0.932880 2.524343 -0.4 -0.7 -2.9 0.15
H 1.437879 2.370547 -0.977707 1.4 1.4 -1.1 0.09
H 0.837065 -2.753998 -0.326883 -1.7 1.2 -0.8 0.21
H 0.286861 -0.986700 -0.692053 0.7 -1.6 0.8 0.11
H -0.336536 3.355779 0.616290 -0.2 0.5 0.6 0.12